ORCA calculation (the ωB97M-V functional and the def2-TZVPD basis) on 5 unconnected molecules or ions with the total composition C14H40N2O8 at a distorted geometry.

Structure (XYZ):
```
64
Properties=species:S:1:pos:R:3:forces:R:3:lowdin_charge:R:1
C 7.70767 -7.84349 -9.43961 -0.44 0.49 2.91 -0.18
C 8.54687 -6.56310 -9.33731 0.44 -1.48 -1.89 -0.20
O 9.36083 -6.64604 -10.52262 0.95 0.68 0.33 -0.07
O 6.56743 -7.69853 -10.29723 1.06 -1.82 -0.83 -0.03
H 7.28814 -7.95133 -8.43937 -0.32 -0.48 0.09 0.11
H 8.27348 -8.75567 -9.62905 0.08 0.15 -0.36 0.13
H 9.06327 -6.44623 -8.38454 0.38 -0.32 -0.07 0.13
H 7.86420 -5.72657 -9.48663 1.92 -0.06 0.70 0.06
H 10.08901 -7.23294 -10.30607 0.20 -0.06 -0.25 0.08
H 6.92069 -7.92851 -11.15974 -0.22 0.03 -0.54 0.12
C 5.08595 -5.18896 -9.52819 0.91 -1.01 4.82 -0.36
C 4.56787 -5.38302 -8.12990 0.83 -0.50 0.99 -0.17
O 4.91622 -6.70041 -7.62265 -0.88 0.57 0.17 -0.04
O 6.43809 -5.43115 -9.66392 -0.43 2.78 1.25 -0.10
H 4.93654 -4.13565 -9.76550 -0.20 -0.35 0.57 0.11
H 4.55942 -5.91073 -10.15261 1.90 -0.69 3.34 0.06
H 3.48759 -5.25128 -8.06872 -0.14 -0.65 -0.34 0.11
H 4.89124 -4.55158 -7.50362 0.16 -0.69 0.27 0.07
H 5.86148 -6.78699 -7.47919 0.03 0.48 -0.18 0.06
H 6.60885 -6.27482 -10.08896 -1.32 -0.17 -0.51 -0.01
C 6.40343 -2.85190 -7.67158 -1.71 1.77 -0.13 -0.17
C 6.83652 -1.62225 -6.90150 0.23 -0.11 2.00 -0.29
O 7.69754 -0.81515 -7.57202 2.46 0.98 -2.61 -0.05
O 5.22721 -2.47350 -8.42110 -0.07 -0.34 -0.51 -0.09
H 6.07336 -3.62301 -6.97549 0.67 0.10 0.18 0.10
H 7.09562 -3.24841 -8.41438 0.34 0.14 0.39 0.14
H 7.29930 -1.91428 -5.95882 0.04 -0.44 0.33 0.12
H 6.07243 -0.89574 -6.62501 -1.41 -0.97 0.29 0.12
H 7.99487 -0.05108 -7.07264 -0.22 -0.20 0.20 0.10
H 4.85117 -1.64451 -8.11617 0.26 -0.03 0.24 0.08
C 1.45073 -3.56443 -9.70934 -0.18 -0.98 -0.17 -0.03
C 1.07799 -4.74600 -10.69840 0.55 1.20 -0.45 -0.36
C 1.54388 -6.17670 -10.18022 -0.43 1.22 0.88 -0.14
O 2.90566 -6.59686 -10.27580 -2.19 -1.88 -1.53 -0.24
C 3.16441 -7.21840 -11.60742 -1.43 -1.48 2.03 -0.05
N -0.35038 -4.69376 -10.92817 -2.19 -0.90 0.28 0.01
H 0.56551 -3.22528 -9.17132 -0.08 -0.28 0.00 0.08
H 1.82412 -2.70248 -10.26224 -0.13 -0.11 0.44 0.04
H 2.19657 -3.88514 -8.98203 0.15 0.20 -0.07 0.06
H 1.38856 -4.38739 -11.67975 1.43 -0.79 0.04 0.10
H 0.80371 -6.93150 -10.44579 0.27 -0.30 -0.80 0.11
H 1.34224 -6.06652 -9.11472 0.33 -0.14 0.32 0.12
H 2.94000 -6.46570 -12.36319 -0.16 -1.00 -0.27 0.09
H 2.63034 -8.16846 -11.62312 -1.11 0.30 -0.34 0.10
H 4.16792 -7.64324 -11.63140 0.02 0.50 0.09 0.09
H -0.64345 -4.30107 -11.81134 0.61 0.68 -0.08 0.07
H -0.79190 -5.59528 -11.03963 0.16 -0.54 0.64 0.06
C 4.43496 -5.11861 -11.52042 0.52 4.55 -3.68 -0.20
C 3.96928 -4.19732 -12.62312 0.10 -0.10 -0.55 -0.36
C 3.53191 -2.74184 -12.23527 0.50 -3.16 2.05 -0.17
O 4.55253 -2.18886 -11.38478 0.24 -0.55 -2.80 -0.18
C 4.32017 -0.82440 -11.32648 -0.28 0.18 0.78 -0.13
N 5.06003 -4.15595 -13.60459 -0.97 -0.62 -0.51 0.05
H 5.40731 -4.68838 -11.28059 -0.12 -0.03 -0.75 0.11
H 4.65583 -6.15729 -11.76631 0.24 1.61 -0.62 0.08
H 3.85302 -5.04959 -10.60135 -1.68 1.37 -3.85 0.06
H 3.07361 -4.73713 -12.93049 -0.24 0.53 -1.40 0.11
H 2.72420 -2.81921 -11.50744 -0.49 0.10 -1.09 0.06
H 3.22845 -2.25490 -13.16204 0.47 0.73 0.15 0.13
H 4.00225 -0.35907 -12.25948 0.63 -0.04 -0.51 0.08
H 5.24256 -0.40558 -10.92413 -0.49 0.56 0.24 0.10
H 3.40735 -0.75393 -10.73495 0.07 0.94 0.85 0.08
H 4.73313 -3.74125 -14.46556 0.32 0.26 -0.14 0.06
H 5.83158 -3.63102 -13.21827 0.03 0.17 -0.03 0.08
```
Positions in Å, forces in eV/Å.

## Properties
HOMO energy	-7.6	eV
SMILES	COC[C@H](C)N.COC[C@H](C)N.OCCO.OCCO.OCCO
relative energy (zero: lowest compared OMol25 entry of this formula, charge and spin)	250.0	kcal per mole
strongest force on any atom	5.9	eV/Å
2S+1	1
total charge	0